# C8H11N2O3

The ion C8H11N2O3 with charge +1 in a non-equilibrium geometry (the ωB97M-V functional and the def2-TZVPD basis, OMol25).

E_tot	-17583.7212	eV
HOMO level (alpha / beta)	-13.45 / -13.45	eV
structure (SMILES)	O=C=C1O/[NH+]=N/CCCCCC1=O
relative energy (zero: lowest compared OMol25 entry of this formula, charge and spin)	6.2992	eV
charge	+1
F_max	3.80	eV/A

Each atom is followed by the atoms it is bonded to, with distances in Å.
CARTESIAN COORDINATES (ANGSTROEM)
1 C -0.86 1.36 -1.26  C2 1.556, C3 1.357, O13 1.418
2 C 0.64 1.47 -0.86  C1 1.556, C4 1.600, O11 1.202
3 C -1.87 2.19 -0.90  C1 1.357, O12 1.147
4 C 0.78 1.95 0.65  C2 1.600, C5 1.580, H14 1.113, H15 1.125
5 C 0.16 0.73 1.44  C4 1.580, C6 1.589, H16 1.002, H17 1.142
6 C 1.03 -0.60 1.33  C5 1.589, C7 1.513, H18 1.107, H19 1.136
7 C 0.23 -1.84 1.02  C6 1.513, C8 1.490, H20 1.054, H21 1.219
8 C 0.04 -2.18 -0.42  C7 1.490, N10 1.418, H22 1.147, H23 1.103
9 N -0.87 -0.78 -2.13  N10 1.206, O13 1.337, H24 1.098
10 N -0.39 -0.98 -1.04  C8 1.418, N9 1.206
11 O 1.52 1.25 -1.66  C2 1.202
12 O -2.69 2.87 -0.50  C3 1.147
13 O -1.24 0.49 -2.32  C1 1.418, N9 1.337
14 H 1.83 2.25 0.86  C4 1.113
15 H 0.26 2.88 1.01  C4 1.125
16 H 0.18 0.95 2.42  C5 1.002
17 H -0.93 0.53 1.17  C5 1.142
18 H 1.74 -0.33 0.52  C6 1.107
19 H 1.55 -0.80 2.31  C6 1.136
20 H 0.60 -2.76 1.39  C7 1.054
21 H -0.88 -1.83 1.52  C7 1.219
22 H 0.97 -2.43 -1.05  C8 1.147
23 H -0.63 -3.05 -0.50  C8 1.103
24 H -1.18 -1.35 -3.01  N9 1.098

Löwdin population analysis, charges in e, atoms 1 to 2: number 1, C, carries -0.1478; number 2, C, carries -0.3331